[1]
Computed, not measured: a molecular structure, C54H44ClN3O4PY, with the ωB97M-V functional and the def2-TZVPD basis.

```
108
Properties=species:S:1:pos:R:3
Y 0.025 0.554 1.385
O -0.701 0.302 3.550
C -0.609 0.959 4.673
C -1.537 0.724 5.717
C -1.516 1.454 6.884
C -0.545 2.435 7.103
C 0.408 2.647 6.130
C 0.400 1.934 4.931
C 1.396 2.157 3.899
N 2.247 3.092 3.894
C 3.165 3.263 2.795
C 3.098 2.304 1.594
N 1.804 2.392 0.929
C 1.682 3.347 0.081
C 0.474 3.817 -0.537
C 0.585 4.764 -1.566
C -0.518 5.299 -2.181
C -1.787 4.888 -1.759
C -1.931 3.978 -0.742
C -0.812 3.402 -0.090
O -0.979 2.569 0.889
H -2.280 -0.043 5.557
H -2.267 1.264 7.643
H -0.535 3.006 8.024
H 1.199 3.373 6.276
H 1.341 1.409 3.101
H 4.179 3.215 3.208
H 3.018 4.287 2.428
H 3.286 1.288 1.937
H 3.910 2.596 0.915
H 2.582 3.917 -0.189
H 1.579 5.059 -1.885
H -0.410 6.015 -2.986
H -2.667 5.295 -2.243
H -2.913 3.655 -0.418
N -3.697 1.898 2.115
C -3.880 0.636 2.663
C -4.536 0.501 3.891
C -4.810 -0.744 4.430
C -4.423 -1.892 3.758
C -3.794 -1.765 2.526
C -3.533 -0.526 1.954
C -3.060 -0.506 0.532
C -4.078 -0.784 -0.384
C -3.810 -0.917 -1.734
C -2.503 -0.793 -2.165
C -1.497 -0.512 -1.252
C -1.709 -0.333 0.130
H -3.672 2.635 2.803
H -2.920 1.987 1.467
H -4.818 1.401 4.427
H -5.315 -0.815 5.387
H -4.625 -2.873 4.171
H -3.496 -2.648 1.973
H -5.097 -0.889 -0.023
H -4.608 -1.117 -2.441
H -2.255 -0.887 -3.217
H -0.495 -0.421 -1.656
O 3.716 -0.644 2.910
C 3.057 -1.223 2.051
O 1.836 -0.988 1.734
C 3.677 -2.318 1.219
C 4.810 -2.979 1.678
C 5.355 -4.018 0.948
C 4.768 -4.388 -0.257
C 3.663 -3.706 -0.735
C 3.099 -2.653 -0.012
P 1.593 -1.729 -0.613
C 1.860 -1.945 -2.436
C 0.834 -2.182 -3.350
C 1.082 -2.166 -4.715
C 2.357 -1.909 -5.193
C 3.379 -1.629 -4.299
C 3.124 -1.624 -2.937
C 0.461 -3.147 -0.211
C -0.237 -3.160 0.997
C -1.005 -4.253 1.367
C -1.099 -5.357 0.536
C -0.412 -5.358 -0.669
C 0.365 -4.269 -1.033
H 5.246 -2.661 2.616
H 6.231 -4.542 1.311
H 5.173 -5.218 -0.824
H 3.244 -3.996 -1.688
H -0.171 -2.369 -2.992
H 0.271 -2.343 -5.410
H 2.536 -1.877 -6.261
H 4.374 -1.398 -4.663
H 3.921 -1.380 -2.243
H -0.182 -2.318 1.668
H -1.526 -4.237 2.317
H -1.699 -6.212 0.824
H -0.468 -6.220 -1.323
H 0.891 -4.297 -1.977
Cl -1.201 1.087 -8.992
C -0.822 1.223 -7.274
C 0.480 0.996 -6.829
C 0.786 1.114 -5.494
C -0.198 1.472 -4.503
C 0.093 1.597 -3.166
C -1.524 1.701 -5.029
C -1.820 1.574 -6.365
H 1.251 0.729 -7.545
H 1.802 0.937 -5.160
H 1.088 1.394 -2.778
H -0.663 1.903 -2.455
H -2.303 1.981 -4.328
H -2.829 1.751 -6.722
```

The spin multiplicity is 1. The HOMO energy comes out at -0.0037 Ha. As for the net charge: -2. The calculation puts the frontier orbital gap at 0.155 hartree. The molar mass is 954.30 g/mol. As for the energy above the lowest of the compared OMol25 structures with the same formula, charge and spin: 36.0 kcal per mole.

These are the Löwdin partial charges, in e, on atoms 1 to 2: number 1, Y, carries 1.56; number 2, O, carries -0.21

[2]
Computed, not measured: a molecular structure, C54H45AsCl2IrNOP2, with the ωB97M-V functional and the def2-TZVPD basis.

```
107
Properties=species:S:1:pos:R:3
Ir 0.094 -0.538 0.347
C 2.567 -1.160 3.354
C 1.238 -1.915 3.305
P -0.120 -0.880 2.662
C -1.660 -1.710 3.100
C -1.784 -3.094 2.981
C -2.994 -3.708 3.263
C -4.086 -2.944 3.656
C -3.965 -1.567 3.782
C -2.754 -0.948 3.509
C -0.101 0.602 3.705
C 0.005 0.410 5.088
C -0.008 1.493 5.948
C -0.142 2.780 5.441
C -0.269 2.975 4.075
C -0.251 1.893 3.206
C 3.196 -0.885 1.991
P 2.367 0.232 0.798
C 2.423 1.922 1.409
C 3.234 2.293 2.478
C 3.264 3.617 2.893
C 2.501 4.571 2.236
C 1.697 4.205 1.162
C 1.654 2.883 0.753
C 3.543 0.104 -0.562
C 3.510 -1.021 -1.381
C 4.471 -1.198 -2.362
C 5.468 -0.246 -2.525
C 5.511 0.873 -1.705
C 4.550 1.052 -0.720
H 3.276 -1.764 3.922
H 2.441 -0.230 3.911
H 0.961 -2.262 4.301
H 1.320 -2.806 2.675
H -0.937 -3.703 2.682
H -3.083 -4.784 3.188
H -5.028 -3.426 3.883
H -4.809 -0.974 4.110
H -2.657 0.125 3.632
H 0.085 -0.587 5.503
H 0.075 1.334 7.015
H -0.159 3.626 6.115
H -0.389 3.975 3.679
H -0.372 2.058 2.149
H 3.328 -1.822 1.439
H 4.205 -0.481 2.107
H 3.846 1.565 2.995
H 3.890 3.903 3.729
H 2.534 5.603 2.558
H 1.106 4.949 0.645
H 1.006 2.595 -0.069
H 2.721 -1.761 -1.261
H 4.439 -2.067 -3.006
H 6.217 -0.379 -3.294
H 6.292 1.610 -1.832
H 4.581 1.930 -0.087
Cl -3.581 2.727 1.141
C -3.720 1.077 0.670
C -4.992 0.481 0.545
C -5.129 -0.845 0.235
Cl -6.699 -1.548 0.119
C -3.986 -1.656 0.026
C -3.972 -3.035 -0.275
C -2.776 -3.685 -0.425
C -1.575 -2.979 -0.263
N -1.566 -1.696 0.022
C -2.742 -1.024 0.149
C -2.589 0.330 0.467
O -1.340 0.799 0.602
H -5.870 1.090 0.714
H -4.909 -3.566 -0.384
H -2.737 -4.739 -0.660
H -0.613 -3.468 -0.368
C 3.458 1.226 -5.083
C 3.183 1.953 -3.932
C 2.198 1.523 -3.060
C 1.486 0.358 -3.330
C 1.743 -0.357 -4.493
C 2.736 0.077 -5.363
As -0.004 -0.064 -2.167
C -1.171 1.386 -2.702
C -1.573 1.403 -4.038
C -2.312 2.468 -4.523
C -2.637 3.529 -3.687
C -2.215 3.526 -2.368
C -1.476 2.458 -1.872
C -0.792 -1.642 -2.962
C -2.127 -1.664 -3.350
C -2.687 -2.839 -3.836
C -1.923 -3.994 -3.926
C -0.594 -3.980 -3.521
C -0.032 -2.808 -3.036
H 4.223 1.565 -5.769
H 3.733 2.860 -3.717
H 1.988 2.106 -2.170
H 1.174 -1.240 -4.744
H 2.932 -0.481 -6.270
H -1.305 0.593 -4.705
H -2.628 2.475 -5.558
H -3.213 4.362 -4.069
H -2.459 4.355 -1.716
H -1.158 2.468 -0.842
H -2.732 -0.767 -3.288
H -3.722 -2.848 -4.152
H -2.360 -4.903 -4.317
H 0.006 -4.878 -3.594
H 1.010 -2.805 -2.731
```

The spin multiplicity is 1. The HOMO energy comes out at -0.4727 Ha. As for the net charge: +2. The calculation puts the frontier orbital gap at 0.217 hartree. The molar mass is 1123.95 g/mol. As for the energy above the lowest of the compared OMol25 structures with the same formula, charge and spin: 7.3 kcal per mole.

These are the Löwdin partial charges, in e, on atoms 1 to 2: number 1, Ir, carries 0.93; number 2, C, carries -0.27

Q: spin multiplicity of number 2 (C54H45AsCl2IrNOP2)?
A: 1